(1)
This record from the Open Molecules 2025 dataset describes C2H6N2OS2 as an isolated structure. The level of theory is the ωB97M-V functional and the def2-TZVPD basis.

Calculated values
* E_LUMO: 0.2 eV
* highest occupied orbital energy: -8.3 eV
* Kohn-Sham gap: 8.5314 eV
* energy above the lowest of the compared OMol25 structures with the same formula, charge and spin: 794.1 kJ/mol

ORCA input file:
```
! RIJCOSX wB97M-V def2-TZVPD def2/J DEFGRID3
* xyz 0 1
C 2.2436 0.2247 -0.4692
C -0.0816 -0.0396 0.1243
H 1.3083 1.7980 -0.5582
H 3.3808 0.1650 0.6660
H 2.5270 -0.0412 -1.8070
H -0.5075 -1.8223 1.3370
H -2.9844 -1.1402 0.1619
H -2.1311 1.2151 1.1184
N -0.8524 -1.0456 0.6172
N -0.2819 1.1556 -0.2757
O 1.2179 -0.5820 -0.0956
S -1.8836 -1.6166 -0.5949
S -1.9553 1.7292 -0.2241
*
```



(2)
This record from the Open Molecules 2025 dataset describes a 2-piece molecular cluster, C3H8N3O overall. The level of theory is the ωB97M-V functional and the def2-TZVPD basis.

Calculated values
* E_LUMO: -3.9 eV
* highest occupied orbital energy: -14.3 eV
* Kohn-Sham gap: 10.4205 eV
* energy above the lowest of the compared OMol25 structures with the same formula, charge and spin: 83.4 kJ/mol

ORCA input file:
```
! RIJCOSX wB97M-V def2-TZVPD def2/J DEFGRID3
* xyz 1 1
C 2.1803 0.4848 -0.1862
C -2.3467 -0.6322 2.5792
C 0.2158 0.1445 -1.5011
N 2.8938 0.4862 -1.2089
N 0.8007 0.2325 -0.3287
N -1.0539 -0.1162 -1.6280
O -1.7228 -0.4782 1.5639
H 2.4647 0.6614 0.8547
H -2.0434 -0.1609 3.5235
H -3.2534 -1.2488 2.6239
H 0.8559 0.3044 -2.3688
H 3.8851 0.6657 -1.0997
H 0.2491 0.0990 0.5202
H -1.4945 -0.1489 -2.5375
H -1.6307 -0.2933 -0.8065
*
```



(3)
This record from the Open Molecules 2025 dataset describes C5H5NO as an isolated structure. The level of theory is the ωB97M-V functional and the def2-TZVPD basis.

Calculated values
* E_LUMO: 0.9 eV
* highest occupied orbital energy: -10.1 eV
* Kohn-Sham gap: 10.9817 eV
* energy above the lowest of the compared OMol25 structures with the same formula, charge and spin: 254.4 kJ/mol

ORCA input file:
```
! RIJCOSX wB97M-V def2-TZVPD def2/J DEFGRID3
* xyz 0 1
N 2.5223 1.4465 0.1877
C 1.8777 0.4884 0.2367
C 0.9175 -0.6300 0.2953
O 0.0301 -0.4724 1.4193
C -1.0817 -0.3453 0.5290
C -0.9104 0.8060 -0.4019
C -0.2379 -0.5089 -0.6994
H 1.4324 -1.5953 0.3202
H -2.0278 -0.7697 0.8455
H -1.7590 1.0480 -1.0330
H -0.2962 1.6523 -0.1016
H -0.3701 -1.1021 -1.5967
*
```



(4)
This record from the Open Molecules 2025 dataset describes C5H6O as an isolated structure. The level of theory is the ωB97M-V functional and the def2-TZVPD basis.

Calculated values
* E_LUMO (alpha / beta): -0.3 / -0.3 eV
* highest occupied orbital energy (alpha / beta): -7.5 / -7.5 eV
* Kohn-Sham gap (alpha / beta): 7.2067 / 7.2039 eV
* energy above the lowest of the compared OMol25 structures with the same formula, charge and spin: 555.2 kJ/mol

ORCA input file:
```
! RIJCOSX wB97M-V def2-TZVPD def2/J DEFGRID3
* xyz 0 1
C 1.5961 0.2468 0.6883
C 1.5047 0.0800 -0.6040
C 0.1175 0.0929 -1.1226
C -0.8084 -0.8384 -0.2674
C -1.0337 0.4250 0.5003
O -0.7001 1.2478 -0.4401
H 2.4397 0.1852 1.3688
H -0.0568 0.1868 -2.1932
H -1.7162 -1.1107 -0.8170
H -0.3616 -1.6983 0.2256
H 0.5797 0.4382 1.2671
H -1.5608 0.7446 1.3941
*
```



(5)
This record from the Open Molecules 2025 dataset describes one molecule with the formula H5NP4. The level of theory is the ωB97M-V functional and the def2-TZVPD basis.

Calculated values
* E_LUMO (alpha / beta): -1.7 / -1.4 eV
* highest occupied orbital energy (alpha / beta): -8.9 / -8.7 eV
* Kohn-Sham gap (alpha / beta): 7.2752 / 7.3397 eV
* energy above the lowest of the compared OMol25 structures with the same formula, charge and spin: 315.3 kJ/mol

ORCA input file:
```
! RIJCOSX wB97M-V def2-TZVPD def2/J DEFGRID3
* xyz 0 1
N 0.1203 -0.1260 -2.3305
P 1.8356 0.3775 -0.3255
P 1.1537 1.9664 0.8831
P -1.7521 -1.5954 0.3696
P 0.2013 -0.9440 -1.0020
H -0.2461 1.6368 0.8300
H 1.0685 3.0139 -0.1614
H -2.2712 -0.3481 1.0480
H -1.1136 -1.8852 1.6057
H 1.0036 -2.0960 -0.9170
*
```



(6)
This record from the Open Molecules 2025 dataset describes a 2-piece molecular cluster, C6H10N2OS overall. The level of theory is the ωB97M-V functional and the def2-TZVPD basis.

Calculated values
* E_LUMO: 0.5 eV
* highest occupied orbital energy: -8.5 eV
* Kohn-Sham gap: 9.0365 eV
* energy above the lowest of the compared OMol25 structures with the same formula, charge and spin: 280.4 kJ/mol

ORCA input file:
```
! RIJCOSX wB97M-V def2-TZVPD def2/J DEFGRID3
* xyz 0 1
C 1.1610 -2.8047 2.1331
C -0.3856 -2.9735 0.6418
C 1.4780 -1.8458 1.2011
C -0.1322 2.1911 0.4407
C -1.4869 1.7658 -1.8269
C -0.4907 2.5570 -0.9640
N 0.0865 -3.4904 1.7187
N 0.4710 -1.9252 0.2400
O 1.1188 0.5314 -1.2439
S 1.1903 1.9515 -0.8130
H 1.6483 -3.1006 3.0485
H -1.1469 -3.3178 0.0603
H -0.4208 1.2050 0.8177
H 1.9679 -0.8456 1.1195
H -0.0600 3.0496 1.1697
H -2.1256 2.5673 -2.2600
H -1.9814 1.1103 -1.2193
H -0.8674 1.2134 -2.5620
H -0.5314 3.6441 -1.0676
H 0.5071 -1.4828 -0.6345
*
```



(7)
This record from the Open Molecules 2025 dataset describes C5H6N2O as an isolated structure. The level of theory is the ωB97M-V functional and the def2-TZVPD basis.

Calculated values
* E_LUMO: 0.6 eV
* highest occupied orbital energy: -9.4 eV
* Kohn-Sham gap: 10.0193 eV
* energy above the lowest of the compared OMol25 structures with the same formula, charge and spin: 222.4 kJ/mol

ORCA input file:
```
! RIJCOSX wB97M-V def2-TZVPD def2/J DEFGRID3
* xyz 0 1
C 2.1214 1.1015 0.3144
C 1.4160 -0.2384 -0.0359
C -0.1335 -0.1489 -0.0307
C -2.1289 0.6790 -0.0701
C -2.1007 -0.6606 0.1269
H 1.5401 1.2562 1.1366
H 1.9026 1.9432 -0.5159
H 3.1850 0.8450 0.3264
H -0.5111 1.7470 -0.5053
H -2.9230 1.6408 -0.1740
H -3.0204 -1.1844 0.3468
N -0.7602 0.9984 -0.2295
N -0.8689 -1.1365 0.2014
O 2.0230 -1.2097 -0.2807
*
```



(8)
This record from the Open Molecules 2025 dataset describes one molecule with the formula C4H7NO. The level of theory is the ωB97M-V functional and the def2-TZVPD basis.

Calculated values
* E_LUMO: 0.9 eV
* SMILES: C[C@H]1CC(=O)N1
* highest occupied orbital energy: -9.8 eV
* Kohn-Sham gap: 10.7141 eV
* energy above the lowest of the compared OMol25 structures with the same formula, charge and spin: 68.0 kJ/mol

ORCA input file:
```
! RIJCOSX wB97M-V def2-TZVPD def2/J DEFGRID3
* xyz 0 1
C 0.9803 1.2396 -0.3391
C -0.1458 0.2391 -0.5391
C 0.1609 -1.2315 -0.1544
C -0.9111 -1.0605 0.9314
O -1.3840 -1.7559 1.7956
N -1.1494 0.2299 0.5322
H 0.6221 2.2670 -0.4677
H 1.3925 1.1439 0.6722
H 1.7882 1.0759 -1.0612
H -0.5938 0.3389 -1.5355
H -0.0990 -1.9849 -0.9019
H 1.1678 -1.4160 0.2279
H -1.8288 0.9144 0.8396
*
```



(9)
This record from the Open Molecules 2025 dataset describes a 2-piece molecular cluster, CH5NO2S overall. The level of theory is the ωB97M-V functional and the def2-TZVPD basis.

Calculated values
* E_LUMO: 0.5 eV
* SMILES: C=NOO.S
* highest occupied orbital energy: -9.4 eV
* Kohn-Sham gap: 9.9008 eV
* energy above the lowest of the compared OMol25 structures with the same formula, charge and spin: 617.8 kJ/mol

ORCA input file:
```
! RIJCOSX wB97M-V def2-TZVPD def2/J DEFGRID3
* xyz 0 1
C 2.3153 0.6986 -0.4393
N 1.1328 0.8875 0.0196
O 0.0543 0.2913 0.2794
O -0.0297 -1.2402 0.1247
H 2.6628 -0.3925 -0.7361
H 3.0475 1.4433 -0.6712
H 0.5333 -1.4791 0.8981
S -3.6212 0.2534 -0.3387
H -2.5215 0.4429 0.4291
H -3.5735 -0.9054 0.4345
*
```



(10)
This record from the Open Molecules 2025 dataset describes a 2-piece molecular cluster, C2H5N2O2 overall. The level of theory is the ωB97M-V functional and the def2-TZVPD basis.

Calculated values
* E_LUMO: 4.5 eV
* highest occupied orbital energy: -4.6 eV
* Kohn-Sham gap: 9.0431 eV
* energy above the lowest of the compared OMol25 structures with the same formula, charge and spin: 4.0 kJ/mol

ORCA input file:
```
! RIJCOSX wB97M-V def2-TZVPD def2/J DEFGRID3
* xyz -1 1
N 1.2372 1.2121 -0.2433
C 1.1104 0.4579 0.8789
N 2.0459 0.3704 1.7508
H 0.6236 0.9339 -1.0058
H 2.1935 1.4533 -0.4552
H 0.1360 -0.0228 0.9777
H 1.7281 -0.1865 2.5363
O -0.8792 -0.1131 -1.5141
C -1.8000 -0.7966 -1.0037
O -1.8976 -1.2195 0.1610
H -2.6409 -1.0392 -1.7055
*
```



(11)
This record from the Open Molecules 2025 dataset describes one molecule with the formula C3H4N2OS. The level of theory is the ωB97M-V functional and the def2-TZVPD basis.

Calculated values
* E_LUMO: 0.6 eV
* SMILES: Cn1ncsc1=O
* highest occupied orbital energy: -9.2 eV
* Kohn-Sham gap: 9.7765 eV
* energy above the lowest of the compared OMol25 structures with the same formula, charge and spin: 96.1 kJ/mol

ORCA input file:
```
! RIJCOSX wB97M-V def2-TZVPD def2/J DEFGRID3
* xyz 0 1
C -0.6146 -0.5470 0.5555
N -0.2336 0.6560 -0.1368
N 0.9242 0.7217 -0.8026
C 1.1076 1.8651 -1.3311
S -0.1665 3.0273 -1.0552
C -0.9945 1.7758 -0.1408
O -2.1837 1.8761 0.4195
H -0.3458 -1.4096 -0.0538
H -0.1047 -0.6084 1.5171
H -1.6910 -0.5131 0.7192
H 1.9678 2.0984 -1.9213
*
```



(12)
This record from the Open Molecules 2025 dataset describes a 2-piece molecular cluster, C8H20 overall. The level of theory is the ωB97M-V functional and the def2-TZVPD basis.

Calculated values
* E_LUMO: 1.0 eV
* SMILES: CC(C)C.CC(C)C
* highest occupied orbital energy: -10.9 eV
* Kohn-Sham gap: 11.9306 eV
* energy above the lowest of the compared OMol25 structures with the same formula, charge and spin: 39.6 kJ/mol

ORCA input file:
```
! RIJCOSX wB97M-V def2-TZVPD def2/J DEFGRID3
* xyz 0 1
C 4.0326 1.0995 -0.6539
C 3.3680 -0.2363 -0.5434
C 2.1355 -0.2309 0.4355
C 2.9697 -0.7970 -1.9732
H 4.4744 1.4681 0.2872
H 3.2618 1.8157 -0.9849
H 4.8242 1.0552 -1.4206
H 4.0136 -1.0120 -0.0837
H 1.4405 0.5697 0.1312
H 2.4640 -0.0370 1.4705
H 1.5962 -1.1927 0.4119
H 3.8181 -0.8784 -2.6733
H 2.2406 -0.0796 -2.3859
H 2.4845 -1.7842 -1.8921
C -2.1379 -0.7767 -0.0392
C -3.1926 0.1944 0.4201
C -4.4905 -0.3659 0.9064
C -2.5988 1.1150 1.4265
H -1.5910 -1.2536 0.7915
H -1.4063 -0.3091 -0.7195
H -2.6853 -1.5572 -0.5940
H -3.3911 0.7953 -0.4906
H -5.3394 0.3253 1.0416
H -4.2280 -0.7966 1.8873
H -4.8057 -1.1833 0.2362
H -2.3139 0.5744 2.3448
H -3.2577 1.9552 1.7030
H -1.6858 1.5226 0.9606
*
```